20
Properties=species:S:1:pos:R:3:lowdin_spin:R:1 method="wB97M-V/def2-TZVPD" charge=-1 homo_lumo_gap_ev="2.34 / 7.60" homo_ev="1.500 / -3.874" total_energy_ev=-7920.10496 spin_multiplicity=2
H 4.257 0.149 -1.009 0.05
H 2.871 1.198 -1.274 0.01
C -1.191 -0.204 0.117 0.08
H 3.073 -0.287 -2.204 0.03
H 0.585 -1.519 -1.232 0.05
H -3.702 -0.029 -0.062 0.00
H -1.945 -0.314 2.100 0.02
C -3.465 0.674 0.749 0.02
H 2.461 -0.373 0.699 0.06
C 0.094 0.171 -0.125 0.07
H -1.488 -1.197 -0.184 0.01
H -1.595 1.290 1.667 0.01
C 2.370 -0.791 -0.316 0.25
C 3.168 0.154 -1.199 0.16
H -4.217 0.577 1.533 0.00
N 0.974 -0.741 -0.731 0.01
H -3.552 1.645 0.245 0.00
H 2.756 -1.814 -0.330 0.10
C -2.034 0.371 1.243 0.04
H 0.579 1.038 0.311 0.02